A gas-phase ion, C4H10NS (charge -1). Source: the OMol25 dataset; level of theory: wB97M-V/def2-TZVPD.

Highest occupied orbital energy, eV: -2.23
Charge: -1
Calculated total energy, hartree: -611.32094
SMILES string: CNCCC[S-]
Energy above the lowest of the compared OMol25 structures with the same formula, charge and spin, kcal/mol: 28.2

Cartesian coordinates (Å):
C -0.4982 0.8483 0.1442
C 0.8753 0.3130 0.0018
S 2.2079 1.6414 -0.0496
C -1.4737 -0.1165 -0.5493
N -1.9674 -1.3478 0.2911
C -1.2157 -2.5732 0.1200
H -0.6251 0.8525 1.3003
H -0.6981 1.9198 -0.2114
H 0.9711 -0.3342 -0.8914
H 1.2041 -0.2198 0.9545
H -2.4314 0.3301 -0.7876
H -1.0856 -0.4972 -1.5501
H -1.9993 -1.1043 1.2500
H -1.4020 -3.0043 -0.7929
H -1.4795 -3.3019 0.9999
H -0.1348 -2.2983 0.1844

=====

A molecular structure, C24H50ClIrNO3P2Si2. Source: the OMol25 dataset; level of theory: wB97M-V/def2-TZVPD.

Highest occupied orbital energy (alpha / beta), eV: -4.13 / -7.47
Spin multiplicity: 6
Calculated total energy, hartree: -3050.97372
Energy above the lowest of the compared OMol25 structures with the same formula, charge and spin, kcal/mol: 0.0

Cartesian coordinates (Å):
Ir -0.3042 0.7430 -0.3038
C -1.0828 0.0592 1.5097
C -1.8461 1.1855 0.8656
C -3.1180 0.5889 0.4485
Si -1.6355 2.8517 1.7054
C -3.1120 -0.7678 0.7810
C -1.8975 -1.1360 1.3951
Si -1.2511 -2.7574 2.0363
H -0.3883 0.2342 2.3411
H -3.9290 1.1737 0.0268
H -3.9412 -1.4638 0.6277
Cl 1.3912 0.8917 -5.0053
C -0.9569 -2.6620 3.8773
C -2.4596 -4.1233 1.6422
C -1.5979 2.5920 3.5483
C -3.0408 3.9549 1.1894
H -3.4726 -3.7784 1.8902
H -2.2249 -4.9887 2.2774
H -2.4439 -4.4368 0.5913
H 0.0105 -2.1903 4.0998
H -0.9700 -3.6736 4.3044
H -1.7532 -2.0681 4.3449
H -3.9581 3.3704 1.0414
H -2.8240 4.5265 0.2796
H -3.2045 4.6569 2.0190
H -2.3145 1.8116 3.8346
H -1.8838 3.5358 4.0317
H -0.5927 2.2987 3.8863
C 0.4395 -3.0217 1.2122
C 0.0284 3.5516 1.1780
P 0.6100 -2.5999 -0.5269
H 0.7239 -4.0765 1.3674
H 1.1713 -2.3979 1.7620
P 0.4780 2.7635 -0.3899
H 0.7829 3.3135 1.9463
H -0.0359 4.6432 1.0537
C 2.2969 2.9257 -0.5870
C -0.4460 3.7323 -1.6722
C -0.7417 -3.3475 -1.5065
C 2.2313 -3.2176 -1.0985
C 3.3388 -2.2284 -0.7107
H 2.1407 -3.2344 -2.1974
C 2.5661 -4.6208 -0.6030
H 2.6989 -4.6363 0.4859
H 3.5164 -4.9275 -1.0575
H 1.8166 -5.3697 -0.8789
H 3.2213 -1.2709 -1.2318
H 4.3143 -2.6436 -0.9945
H 3.3543 -2.0407 0.3729
H -1.6532 -2.9881 -1.0014
C -0.7304 -4.8770 -1.4886
C -0.7429 -2.8145 -2.9427
H -0.6665 -5.3077 -0.4815
H 0.0915 -5.2743 -2.0987
H -1.6675 -5.2358 -1.9379
H -0.9423 -1.7371 -2.9753
H -1.5364 -3.3192 -3.5084
H 0.2112 -3.0158 -3.4503
H -0.7297 4.6543 -1.1394
C -1.7197 2.9715 -2.0768
C 0.4233 4.1126 -2.8712
H 1.2933 4.7164 -2.5888
H -0.1829 4.7126 -3.5630
H 0.7663 3.2234 -3.4139
H -1.7338 1.9191 -1.7145
H -1.8150 2.9479 -3.1696
H -2.6091 3.4610 -1.6629
C 3.0179 1.8187 0.1870
C 2.7905 4.3043 -0.1546
H 2.4942 2.7895 -1.6630
H 2.6319 4.4583 0.9193
H 2.3080 5.1227 -0.6995
H 3.8681 4.3640 -0.3507
H 2.9810 1.9883 1.2735
H 4.0711 1.7908 -0.1258
H 2.5750 0.8297 -0.0009
C 0.7146 0.7589 -3.0447
H 0.7591 -0.3180 -2.8942
H 1.4998 1.3138 -2.5246
H -0.2827 1.1957 -3.1179
O 1.8952 1.4331 3.4002
N 1.5668 0.2527 3.1714
O 2.3876 -0.6588 2.9725
O 0.6439 -1.0823 -0.7567

=====

A molecular structure, C3H4I2. Source: the OMol25 dataset; level of theory: wB97M-V/def2-TZVPD.

Highest occupied orbital energy, eV: -9.24
Calculated total energy, hartree: -711.98818
Energy above the lowest of the compared OMol25 structures with the same formula, charge and spin, kcal/mol: 41.2

Cartesian coordinates (Å):
C 0.2326 -0.9124 -1.0533
C 0.4087 0.3250 -0.7641
C -0.4018 1.1239 0.8627
I 2.0689 1.4954 -1.3431
I -2.3047 0.3308 1.0334
H 0.7658 -1.4873 -1.9023
H -0.6146 -1.4791 -0.4773
H -0.0946 2.1921 0.6729
H 0.1486 0.8111 1.6779